(P)
# C6H11N

C6H11N in the gas phase (ωB97M-V with the def2-TZVPD basis set, OMol25).

Calculated values
**Kohn-Sham gap**: 10.40 eV
**HOMO level**: -9.31 eV

```
! wB97M-V def2-TZVPD RIJCOSX def2/J DEFGRID3
* xyz 0 1
H -0.416 -3.012 2.186
N -0.310 -1.990 2.135
C -0.822 -1.593 1.050
C -1.476 -1.920 -0.225
C -1.088 -0.469 0.144
C 0.046 0.191 -0.618
C 0.640 1.381 0.129
C 1.759 2.057 -0.657
H -0.855 -2.433 -0.961
H -2.528 -2.202 -0.191
H -1.920 0.199 0.383
H -0.309 0.510 -1.611
H 0.830 -0.556 -0.797
H 1.011 1.038 1.103
H -0.159 2.105 0.338
H 2.162 2.923 -0.122
H 2.584 1.358 -0.839
H 1.393 2.399 -1.633
*
```

(Q)
# C6H11N

C6H11N in the gas phase (ωB97M-V with the def2-TZVPD basis set, OMol25).

Calculated values
**Kohn-Sham gap**: 9.19 eV
**HOMO level**: -8.21 eV

```
! wB97M-V def2-TZVPD RIJCOSX def2/J DEFGRID3
* xyz 0 1
C 1.096 1.740 -0.822
C 0.361 0.548 -0.083
C 0.829 -1.074 0.056
C -0.554 -1.716 0.602
N -1.333 -0.535 0.439
C -0.983 0.047 -0.796
C -0.626 0.413 1.202
H 1.421 1.538 -1.766
H 0.382 2.690 -0.890
H 2.075 1.933 -0.410
H 1.344 -1.679 -0.711
H 1.533 -1.293 0.878
H -0.573 -1.865 1.581
H -0.747 -2.555 -0.065
H -1.705 0.984 -1.121
H -1.187 -0.665 -1.673
H 0.026 0.118 2.215
H -1.358 1.370 1.364
*
```

(R)
# C6H11N

C6H11N in the gas phase (ωB97M-V with the def2-TZVPD basis set, OMol25).

Calculated values
**Kohn-Sham gap**: 9.16 eV
**HOMO level**: -8.01 eV

```
! wB97M-V def2-TZVPD RIJCOSX def2/J DEFGRID3
* xyz 0 1
C 2.395 -0.038 -0.406
N 1.424 0.413 0.710
C 0.203 0.821 0.088
C -1.207 1.402 0.113
C -1.665 -0.268 -0.227
C -0.530 -1.268 0.092
C 0.198 -0.341 1.103
H 2.447 1.075 -0.868
H 3.298 -0.294 0.108
H 1.879 -0.964 -0.917
H 0.346 0.380 -1.037
H -1.422 1.901 1.021
H -1.424 2.102 -0.602
H -2.713 -0.842 0.305
H -1.924 -0.199 -1.271
H -1.219 -2.114 0.326
H -0.137 -1.335 -0.874
H 0.051 -0.432 2.334
*
```

Most stable structure: (P)

(P)
# C6H11N

C6H11N in the gas phase (ωB97M-V with the def2-TZVPD basis set, OMol25).

Calculated values
**Kohn-Sham gap**: 8.77 eV
**HOMO level**: -7.63 eV

```
! wB97M-V def2-TZVPD RIJCOSX def2/J DEFGRID3
* xyz 0 1
C -3.674 0.319 -0.143
C -2.276 -0.149 0.272
C -1.306 -0.448 -0.559
C 0.094 -0.790 -0.161
C 1.101 0.103 -0.090
N 2.368 -0.279 0.323
C 3.416 0.852 0.370
H -4.341 0.206 0.712
H -3.526 1.352 -0.482
H -3.969 -0.164 -1.087
H -2.221 -0.253 1.361
H -1.497 -0.293 -1.627
H 0.284 -1.852 -0.339
H 0.973 1.179 -0.013
H 2.751 -1.166 0.063
H 2.967 1.609 0.991
H 3.467 1.208 -0.657
H 4.248 0.281 0.736
*
```

(Q)
# C6H11N

C6H11N in the gas phase (ωB97M-V with the def2-TZVPD basis set, OMol25).

Calculated values
**Kohn-Sham gap**: 12.27 eV
**HOMO level**: -11.35 eV

```
! wB97M-V def2-TZVPD RIJCOSX def2/J DEFGRID3
* xyz 0 1
C 1.717 1.153 -1.676
C 1.211 0.071 -0.728
C -0.224 0.317 -0.253
C -0.582 -0.447 1.033
C -2.056 -0.287 1.425
C -0.242 -1.875 0.907
N 0.027 -2.996 0.802
H 2.730 0.929 -2.024
H 1.074 1.249 -2.559
H 1.743 2.128 -1.176
H 1.266 -0.912 -1.212
H 1.876 0.015 0.145
H -0.374 1.385 -0.044
H -0.936 0.050 -1.045
H 0.047 -0.054 1.843
H -2.302 0.777 1.509
H -2.708 -0.734 0.668
H -2.265 -0.767 2.385
*
```

(R)
# C6H11N

A molecular structure, C6H11N (ωB97M-V with the def2-TZVPD basis set, OMol25).

Calculated values
**Kohn-Sham gap**: 7.39 eV
**HOMO level**: -7.25 eV

```
! wB97M-V def2-TZVPD RIJCOSX def2/J DEFGRID3
* xyz 0 1
C -2.639 -0.488 0.278
C -2.116 0.730 -0.476
C -1.090 0.587 0.488
N 0.310 0.911 0.195
C 1.402 -0.030 0.515
C 2.865 0.482 -0.882
C 2.023 -0.667 -0.654
H -3.671 -0.812 -0.133
H -2.109 -1.466 0.127
H -2.878 -0.423 1.338
H -2.743 1.512 -0.585
H -0.992 0.515 1.562
H 0.460 1.280 -0.756
H 0.880 -0.924 1.053
H 2.044 0.520 1.273
H 3.184 -0.717 -0.390
H 3.433 0.547 -1.772
H 1.637 -1.556 -1.181
*
```

(S)
# C6H11N

C6H11N in the gas phase (ωB97M-V with the def2-TZVPD basis set, OMol25).

Calculated values
**Kohn-Sham gap**: 8.11 eV
**HOMO level**: -7.18 eV

```
! wB97M-V def2-TZVPD RIJCOSX def2/J DEFGRID3
* xyz 0 1
C -2.846 1.290 1.148
C -1.577 0.715 1.094
C -1.039 -0.067 -0.027
C 0.301 -0.430 -0.008
C 1.398 -0.122 1.008
N 0.598 -1.169 -1.068
C 1.723 -0.703 -1.916
H -3.172 1.601 2.178
H -3.349 1.649 0.215
H -0.957 0.793 2.025
H -1.911 -0.420 -0.661
H 0.728 -0.056 1.813
H 2.097 0.681 0.593
H 2.089 -0.876 1.411
H -0.237 -1.397 -1.546
H 1.598 0.392 -1.949
H 2.747 -0.509 -1.480
H 1.809 -1.373 -2.829
*
```

Most stable structure: (Q)

(P)
# C6H11N

C6H11N in the gas phase (ωB97M-V with the def2-TZVPD basis set, OMol25).

Calculated values
**Kohn-Sham gap**: 9.08 eV
**HOMO level**: -8.02 eV

```
! wB97M-V def2-TZVPD RIJCOSX def2/J DEFGRID3
* xyz 0 1
C -0.593 -0.259 2.204
C -0.902 -0.050 0.923
C 0.043 0.256 -0.148
C -0.351 0.700 -1.350
N -1.671 0.990 -1.761
C 1.493 0.033 0.083
C 1.906 -1.444 0.191
H -1.330 -0.428 2.971
H 0.446 -0.295 2.507
H -1.969 -0.044 0.710
H 0.403 0.851 -2.106
H -2.067 0.355 -2.438
H -2.273 1.145 -0.968
H 1.888 0.536 0.977
H 2.083 0.562 -0.673
H 1.241 -1.930 0.904
H 1.901 -1.968 -0.761
H 2.890 -1.510 0.656
*
```

(Q)
# C6H11N

C6H11N in the gas phase (ωB97M-V with the def2-TZVPD basis set, OMol25).

Calculated values
**Kohn-Sham gap**: 8.69 eV
**HOMO level**: -7.78 eV

```
! wB97M-V def2-TZVPD RIJCOSX def2/J DEFGRID3
* xyz 0 1
C 1.466 -2.138 -1.075
C 0.493 -1.265 -1.541
C -0.083 -0.098 -0.662
C -1.357 -0.101 -0.305
C -2.006 0.169 1.030
N 0.803 1.012 -0.373
C 0.958 1.550 0.982
H 1.850 -2.935 -1.723
H 1.897 -1.843 -0.062
H -0.004 -1.411 -2.479
H -1.945 -0.776 -0.975
H -2.446 -0.801 1.197
H -2.628 1.134 1.233
H -1.132 0.284 1.769
H 1.060 1.638 -1.138
H 1.547 1.132 1.727
H 0.059 1.895 1.532
H 1.470 2.555 0.864
*
```

(R)
# C6H11N

C6H11N in the gas phase (ωB97M-V with the def2-TZVPD basis set, OMol25).

Calculated values
**Kohn-Sham gap**: 8.72 eV
**HOMO level**: -7.95 eV

```
! wB97M-V def2-TZVPD RIJCOSX def2/J DEFGRID3
* xyz 0 1
C 2.723 0.430 0.136
C 1.392 0.732 -0.149
C 0.355 -0.278 -0.326
N 0.716 -1.624 -0.550
C -0.985 0.047 -0.090
C -2.156 -0.840 -0.365
C -1.144 1.293 0.730
H 3.441 1.165 0.080
H 3.033 -0.616 0.450
H 1.306 1.820 -0.260
H 0.958 -1.839 -1.489
H 1.543 -1.825 -0.039
H -1.914 -1.495 -1.307
H -2.335 -1.554 0.557
H -3.131 -0.281 -0.644
H -0.342 1.418 1.402
H -2.078 1.127 1.514
H -1.381 2.320 0.349
*
```

(S)
# C6H11N

C6H11N in the gas phase (ωB97M-V with the def2-TZVPD basis set, OMol25).

Calculated values
**Kohn-Sham gap**: 8.24 eV
**HOMO level**: -7.58 eV

```
! wB97M-V def2-TZVPD RIJCOSX def2/J DEFGRID3
* xyz 0 1
C -1.708 -2.404 -0.472
C -0.540 -1.534 -0.137
C -0.702 -0.305 0.460
C 0.318 0.691 0.344
C 1.145 0.467 -0.922
C 0.546 1.629 1.301
N 1.173 2.895 0.983
H -2.665 -1.979 -0.300
H -1.669 -3.433 0.047
H -1.745 -2.478 -1.606
H 0.367 -2.234 -0.136
H -1.622 -0.112 1.147
H 2.208 0.354 -0.887
H 0.829 1.130 -1.725
H 0.883 -0.414 -1.665
H -0.175 1.777 2.193
H 2.122 3.013 1.316
H 1.234 2.937 0.060
*
```

Most stable structure: (P)